--- A ---
7
Properties=species:S:1:pos:R:3 method="wB97M-V/def2-TZVPD" total_charge=0 spin_multiplicity=3
C -1.495 -0.477 0.665
N -0.348 -0.115 1.055
Cl -2.239 -0.590 -0.860
Br 1.822 -0.986 -2.337
H -2.055 -0.857 1.537
H 0.299 0.112 0.287
H 0.787 0.096 -2.720

--- B ---
7
Properties=species:S:1:pos:R:3 method="wB97M-V/def2-TZVPD" total_charge=0 spin_multiplicity=3
C 1.864 0.147 0.211
N 0.818 -0.076 -0.440
Cl -3.998 0.804 0.036
Br -0.200 -1.587 -0.097
H 2.286 -0.474 1.000
H -3.168 0.132 -0.664
H 2.398 1.054 -0.046

Verdict on stability: A comes out at the bottom.

--- A ---
6
Properties=species:S:1:pos:R:3 method="wB97M-V/def2-TZVPD" total_charge=0
C -0.288 0.694 0.171
O 1.040 -1.150 0.167
I -2.178 -0.107 0.152
H 0.323 0.562 1.085
H -0.081 1.193 -0.718
H 1.183 -1.192 -0.857

--- B ---
6
Properties=species:S:1:pos:R:3 method="wB97M-V/def2-TZVPD" total_charge=0
C -1.753 -0.093 0.297
O -0.978 -0.899 0.720
H -2.881 -0.022 0.277
H -1.233 0.731 -0.363
I 2.831 0.038 0.049
H 4.015 0.246 -0.980

Verdict on stability: A comes out at the bottom.

--- A ---
33
Properties=species:S:1:pos:R:3 method="wB97M-V/def2-TZVPD" total_charge=0
H -0.143 2.403 3.791
N -0.321 3.234 3.219
C -1.200 2.953 2.322
N -1.416 3.711 1.256
N -2.012 1.818 2.227
C -2.646 1.134 1.089
C -1.781 0.728 -0.049
C -0.767 -0.235 0.479
C 0.415 -0.604 -0.459
N -0.051 -1.186 -1.795
C 1.212 -1.794 0.124
O 0.838 -2.376 1.108
N 2.360 -2.246 -0.522
C 3.265 -1.872 -1.550
C 2.891 -2.731 -2.781
O 3.664 -3.552 -3.081
O 1.771 -2.418 -3.397
H -2.399 3.907 1.260
H -1.002 4.648 1.204
H -2.118 1.343 3.138
H -3.397 1.880 0.731
H -3.018 0.217 1.436
H -2.318 0.283 -0.879
H -1.306 1.546 -0.616
H -1.343 -1.064 0.822
H -0.378 0.081 1.413
H 1.049 0.289 -0.722
H -0.432 -0.426 -2.303
H -0.726 -1.923 -1.526
H 2.619 -3.165 -0.149
H 4.250 -2.130 -1.185
H 3.135 -0.747 -1.814
H 1.304 -1.705 -2.789

--- B ---
33
Properties=species:S:1:pos:R:3 method="wB97M-V/def2-TZVPD" total_charge=0
H -0.868 -3.437 -1.252
N -0.212 -3.591 -0.512
C -0.231 -2.643 0.352
N 0.732 -2.691 1.407
N -1.037 -1.541 0.418
C -1.896 -1.122 -0.678
C -1.171 -0.662 -1.953
C -0.058 0.376 -1.778
C -0.451 1.770 -1.236
N 0.292 2.798 -1.953
C -0.282 1.766 0.287
O -1.121 1.273 1.030
N 0.880 2.273 0.784
C 1.255 1.885 2.125
C 1.351 0.366 2.282
O 0.975 -0.227 3.270
O 1.874 -0.220 1.210
H 1.109 -3.614 1.428
H 0.334 -2.435 2.315
H -0.845 -0.824 1.076
H -2.600 -1.927 -0.943
H -2.534 -0.322 -0.255
H -0.740 -1.529 -2.414
H -1.930 -0.259 -2.647
H 0.743 -0.028 -1.161
H 0.362 0.540 -2.763
H -1.490 1.949 -1.416
H 0.230 3.695 -1.525
H 1.278 2.537 -2.056
H 1.605 2.466 0.084
H 2.223 2.328 2.354
H 0.514 2.245 2.840
H 1.713 -1.198 1.282

Verdict on stability: A comes out at the bottom.

--- A ---
7
Properties=species:S:1:pos:R:3 method="wB97M-V/def2-TZVPD" total_charge=0
C -0.791 -0.177 0.542
O 0.062 -0.595 -0.487
S 1.800 -0.003 -0.323
Cl 1.830 1.217 -1.860
H -1.703 -0.713 0.060
H -0.925 0.918 0.677
H -0.273 -0.648 1.392

--- B ---
7
Properties=species:S:1:pos:R:3 method="wB97M-V/def2-TZVPD" total_charge=0
C -0.863 0.057 0.054
O 0.153 0.415 -0.852
S 1.414 -0.602 -0.860
Cl 2.553 0.107 0.707
H -0.351 0.051 1.053
H -1.378 -0.929 -0.173
H -1.527 0.903 0.072

Verdict on stability: A comes out at the bottom.

--- A ---
9
Properties=species:S:1:pos:R:3 method="wB97M-V/def2-TZVPD" total_charge=0
N -0.055 -0.084 -1.335
C -0.638 -0.218 -0.084
S -2.081 -0.954 0.034
C 0.212 0.339 1.120
Cl 1.840 0.905 0.511
H -0.409 -0.752 -2.069
H 0.880 0.215 -1.622
H -0.291 1.054 1.780
H 0.542 -0.505 1.664

--- B ---
9
Properties=species:S:1:pos:R:3 method="wB97M-V/def2-TZVPD" total_charge=0
C -0.197 0.655 0.054
N -0.280 -0.791 0.161
Cl -1.892 -1.522 0.006
C 0.853 -1.697 0.148
S 2.307 -1.144 -0.157
H -1.157 0.942 0.509
H 0.475 0.998 0.846
H -0.021 1.204 -0.927
H 0.440 -2.712 0.505

Verdict on stability: B comes out at the bottom.

--- A ---
96
Properties=species:S:1:pos:R:3 method="wB97M-V/def2-TZVPD" total_charge=0
C -19.460 -13.374 -12.276
C -19.459 -14.559 -13.237
C -19.746 -14.106 -14.664
O -18.204 -15.238 -13.173
H -20.380 -12.791 -12.350
H -18.606 -12.708 -12.415
H -19.382 -13.745 -11.250
H -20.221 -15.264 -12.912
H -20.816 -13.936 -14.804
H -19.326 -14.789 -15.397
H -19.297 -13.119 -14.840
H -17.532 -14.623 -13.486
C -19.999 -19.191 -9.504
C -20.569 -18.182 -8.521
C -21.839 -17.514 -9.022
O -20.856 -18.830 -7.250
H -19.294 -19.864 -9.018
H -19.467 -18.670 -10.306
H -20.801 -19.781 -9.953
H -19.816 -17.436 -8.272
H -22.234 -16.831 -8.274
H -22.598 -18.264 -9.256
H -21.630 -16.986 -9.959
H -21.092 -19.748 -7.417
C -22.422 -12.638 -6.477
C -23.096 -12.763 -5.113
C -24.145 -13.872 -5.081
O -22.139 -12.929 -4.082
H -21.927 -13.565 -6.786
H -21.666 -11.852 -6.419
H -23.150 -12.379 -7.248
H -23.609 -11.817 -4.924
H -23.667 -14.852 -5.008
H -24.744 -13.873 -5.994
H -24.813 -13.723 -4.234
H -21.748 -13.810 -4.164
C -15.675 -20.110 -10.909
C -14.718 -19.425 -9.957
C -15.382 -19.042 -8.642
O -13.572 -20.240 -9.726
H -15.286 -20.121 -11.925
H -16.644 -19.603 -10.928
H -15.861 -21.135 -10.580
H -14.327 -18.508 -10.403
H -15.605 -19.918 -8.024
H -16.327 -18.529 -8.827
H -14.719 -18.396 -8.065
H -13.842 -20.952 -9.137
C -13.941 -14.782 -10.450
C -13.408 -14.343 -9.103
C -12.119 -13.558 -9.272
O -14.411 -13.547 -8.440
H -13.242 -15.412 -11.005
H -14.229 -13.907 -11.032
H -14.835 -15.408 -10.347
H -13.205 -15.199 -8.459
H -12.264 -12.661 -9.877
H -11.382 -14.210 -9.745
H -11.680 -13.276 -8.312
H -14.278 -12.626 -8.694
C -18.870 -14.152 -4.303
C -19.441 -15.551 -4.265
C -18.631 -16.504 -3.390
O -20.792 -15.428 -3.774
H -17.784 -14.188 -4.348
H -19.081 -13.653 -3.350
H -19.340 -13.557 -5.082
H -19.480 -15.947 -5.287
H -18.826 -16.274 -2.341
H -17.566 -16.406 -3.590
H -18.944 -17.534 -3.570
H -21.282 -16.213 -4.041
C -18.201 -10.350 -6.367
C -16.704 -10.452 -6.595
C -16.107 -11.541 -5.723
O -16.462 -10.756 -7.977
H -18.679 -11.312 -6.556
H -18.631 -9.613 -7.053
H -18.470 -10.003 -5.366
H -16.187 -9.512 -6.417
H -16.244 -11.265 -4.673
H -15.045 -11.638 -5.950
H -16.609 -12.491 -5.897
H -16.983 -11.534 -8.222
C -19.335 -14.327 -7.872
C -17.858 -14.600 -7.653
C -17.423 -15.980 -8.067
O -17.165 -13.595 -8.412
H -19.507 -14.279 -8.949
H -19.677 -13.398 -7.417
H -19.944 -15.146 -7.477
H -17.604 -14.447 -6.598
H -16.371 -15.996 -8.355
H -17.999 -16.366 -8.916
H -17.570 -16.722 -7.275
H -16.214 -13.792 -8.396

--- B ---
96
Properties=species:S:1:pos:R:3 method="wB97M-V/def2-TZVPD" total_charge=0
C -4.424 3.444 0.205
C -2.909 3.525 0.230
C -2.274 2.149 0.290
O -2.427 4.196 -0.954
H -4.815 3.064 1.149
H -4.757 2.751 -0.575
H -4.861 4.416 -0.026
H -2.576 4.155 1.054
H -1.197 2.287 0.300
H -2.588 1.596 -0.600
H -2.602 1.539 1.132
H -2.919 3.867 -1.713
C -0.795 -4.668 2.173
C -0.851 -5.273 3.553
C -0.013 -6.536 3.663
O -0.404 -4.314 4.535
H -1.486 -3.839 2.016
H -0.960 -5.403 1.379
H 0.196 -4.253 1.958
H -1.865 -5.481 3.896
H -0.391 -7.326 3.010
H 0.023 -6.893 4.690
H 1.021 -6.327 3.366
H 0.412 -3.905 4.227
C -3.951 1.127 4.015
C -2.499 0.810 3.698
C -1.750 0.415 4.968
O -2.512 -0.278 2.789
H -4.427 0.201 4.356
H -4.495 1.411 3.109
H -4.090 1.889 4.779
H -2.075 1.723 3.256
H -1.782 1.223 5.697
H -0.700 0.237 4.709
H -2.145 -0.531 5.330
H -1.664 -0.275 2.320
C 1.444 0.866 -0.314
C 0.345 -0.070 0.139
C 0.680 -1.521 -0.002
O 0.016 0.186 1.516
H 1.760 0.691 -1.345
H 2.334 0.786 0.317
H 1.096 1.898 -0.251
H -0.550 0.167 -0.454
H 0.913 -1.808 -1.030
H -0.147 -2.181 0.281
H 1.523 -1.830 0.622
H 0.003 1.146 1.629
C -0.610 -0.879 -5.771
C -0.382 -0.741 -4.279
C -1.296 -1.638 -3.485
O 0.974 -1.039 -3.920
H -1.659 -0.823 -6.050
H -0.228 -1.849 -6.121
H -0.058 -0.135 -6.352
H -0.569 0.308 -4.009
H -1.155 -1.586 -2.405
H -1.086 -2.686 -3.739
H -2.358 -1.502 -3.692
H 1.495 -1.083 -4.726
C 0.989 4.192 3.634
C 1.176 4.564 2.182
C 2.619 4.544 1.731
O 0.366 3.686 1.386
H 1.158 3.129 3.818
H -0.020 4.454 3.953
H 1.703 4.748 4.243
H 0.770 5.580 2.081
H 2.669 4.679 0.644
H 3.092 3.591 1.967
H 3.178 5.389 2.134
H 0.123 4.136 0.570
C 1.543 -4.876 -0.538
C 2.692 -5.103 -1.485
C 3.329 -3.814 -1.925
O 3.692 -5.937 -0.874
H 0.809 -4.194 -0.972
H 1.912 -4.422 0.385
H 1.026 -5.793 -0.253
H 2.320 -5.631 -2.374
H 3.418 -3.111 -1.093
H 2.729 -3.343 -2.705
H 4.324 -4.008 -2.323
H 3.451 -6.855 -1.022
C 2.010 2.485 -5.122
C 1.564 3.107 -3.806
C 2.787 3.721 -3.105
O 0.649 4.168 -4.112
H 1.205 2.517 -5.857
H 2.336 1.456 -4.963
H 2.863 3.016 -5.549
H 1.075 2.384 -3.148
H 3.682 3.096 -3.119
H 2.607 3.899 -2.037
H 2.985 4.675 -3.591
H 0.234 4.468 -3.297

Verdict on stability: B comes out at the bottom.

--- A ---
7
Properties=species:S:1:pos:R:3 method="wB97M-V/def2-TZVPD" total_charge=0
C 1.274 0.928 0.027
N -1.919 -0.726 0.033
O 1.597 2.025 -0.124
O -0.610 -0.486 -0.023
I 2.322 -0.947 0.055
H -2.337 -0.525 -0.799
H -0.327 -0.268 0.831

--- B ---
7
Properties=species:S:1:pos:R:3 method="wB97M-V/def2-TZVPD" total_charge=0
C -0.549 1.402 2.271
N -0.014 0.771 0.053
O -1.604 1.167 2.730
O 0.586 -0.373 0.417
I 1.238 1.844 3.188
H -0.860 0.545 -0.411
H 1.403 -0.049 0.767

Verdict on stability: A comes out at the bottom.

--- A ---
14
Properties=species:S:1:pos:R:3 method="wB97M-V/def2-TZVPD" total_charge=0
C 1.868 -0.794 -0.210
N 0.644 -0.104 0.209
C 0.401 1.213 0.108
O 1.262 2.067 -0.078
C -1.065 1.550 0.202
C -1.917 0.564 0.191
Cl -3.547 0.573 0.024
S -0.869 -1.064 0.110
O -1.196 -1.823 1.287
O -0.857 -1.795 -1.120
H 2.413 -0.340 -1.085
H 2.639 -0.724 0.564
H 1.511 -1.937 -0.438
H -1.288 2.614 0.234

--- B ---
14
Properties=species:S:1:pos:R:3 method="wB97M-V/def2-TZVPD" total_charge=0
C 0.757 1.375 0.254
C -0.783 0.260 -0.611
C 1.941 0.582 0.017
C -2.149 0.311 -0.055
N 1.698 -0.721 -0.117
O 3.028 1.091 0.014
O 0.128 -2.319 -1.144
O -0.227 -1.592 1.228
S 0.111 -1.293 -0.164
Cl 0.786 3.003 0.664
H -2.743 -0.545 -0.499
H -2.635 1.185 -0.170
H -2.417 -0.087 0.913
H 2.502 -1.250 -0.329

Verdict on stability: B comes out at the bottom.